# C29H33IN5O6S2Sn

A molecular structure, C29H33IN5O6S2Sn (wB97M-V/def2-TZVPD, the OMol25 dataset).

The geometry in XYZ format:
```
77
Properties=species:S:1:pos:R:3:lowdin_charge:R:1
Sn 0.0924 -0.1742 -0.1722 1.38
C -5.4922 -0.5608 -1.2108 -0.47
S -4.5701 -1.5148 -2.4368 0.78
C -2.8995 -0.9096 -2.2836 -1.13
S -2.5418 0.4515 -1.2781 0.47
N -2.0808 -1.6445 -2.9499 -0.12
N -0.7990 -1.2975 -3.1702 -0.02
C -0.5589 -0.2791 -3.8938 -0.14
C 0.8268 0.1008 -4.2085 -0.26
C 1.0714 1.0234 -5.2284 -0.03
C 2.3748 1.3605 -5.5424 -0.08
C 3.4089 0.7864 -4.8175 -0.10
C 3.0723 -0.1011 -3.8046 -0.16
N 1.8253 -0.4436 -3.5007 0.13
H -6.5374 -0.8407 -1.3470 0.02
H -5.1576 -0.8062 -0.2046 0.02
H -5.3584 0.5020 -1.3862 0.00
H -1.3699 0.3076 -4.3285 0.12
H 0.2351 1.4597 -5.7622 0.11
H 2.5836 2.0630 -6.3398 0.10
H 4.4441 1.0316 -5.0162 0.10
H 3.8525 -0.5582 -3.2010 0.11
O 1.4822 -4.8806 -1.8663 0.10
C 1.2429 -3.7841 -1.1167 -0.47
O 0.1485 -3.3218 -0.9784 0.08
C 2.4861 -3.2288 -0.4880 -0.18
C 3.6612 -3.9535 -0.4150 0.00
C 4.7642 -3.3498 0.1745 -0.05
C 4.6630 -2.0434 0.6100 0.01
C 3.4488 -1.3766 0.4566 -0.17
N 2.3758 -1.9767 -0.0439 0.14
C 3.3604 0.1265 0.7474 -0.61
O 4.4066 0.6850 1.0889 0.01
O 2.2382 0.6690 0.5195 -0.19
H 0.6386 -5.1040 -2.2842 0.13
H 3.7076 -4.9592 -0.8081 0.11
H 5.6995 -3.8881 0.2672 0.10
H 5.4908 -1.5048 1.0497 0.11
N 2.8958 2.7937 -1.7999 0.18
C 1.7687 2.7630 -1.0558 -0.66
O 0.7555 2.1816 -1.4372 -0.07
C 1.8009 3.5465 0.2423 -0.56
I 2.1639 5.6319 -0.0736 0.75
H 2.9452 2.1446 -2.5681 0.08
H 3.7632 3.0605 -1.3641 0.10
H 2.5932 3.1784 0.8875 0.05
H 0.8439 3.4661 0.7380 0.01
C -0.7794 3.0954 3.0276 -0.07
C -2.0358 2.8943 2.1667 -0.36
C -1.7588 3.2785 0.7155 -0.08
C -2.6285 1.5029 2.3667 -0.14
C -3.9721 1.4305 2.7183 -0.06
C -4.5670 0.2420 3.1149 -0.11
C -3.7497 -0.8623 3.2964 -0.06
C -2.3981 -0.8362 2.9692 -0.14
C -1.5268 -1.9940 3.4287 -0.37
C -0.4320 -1.4894 4.3780 -0.06
C -0.9114 -2.8144 2.3009 -0.07
C -1.8580 0.3084 2.3358 -0.31
O -0.6180 0.2769 1.8288 -0.34
H -0.4370 4.1346 2.9630 0.07
H 0.0209 2.4349 2.6924 0.07
H -0.9886 2.8694 4.0762 0.08
H -2.7938 3.5893 2.5380 0.12
H -1.0313 2.6112 0.2672 0.02
H -1.3710 4.3012 0.6613 0.08
H -2.6639 3.2213 0.1113 0.07
H -4.5596 2.3447 2.6999 0.10
H -5.6264 0.1973 3.3388 0.09
H -4.1636 -1.7715 3.7236 0.10
H -2.1833 -2.6568 4.0001 0.12
H 0.2327 -0.8075 3.8434 0.07
H 0.1616 -2.3228 4.7672 0.07
H -0.8698 -0.9516 5.2223 0.08
H -0.1152 -2.2499 1.8169 0.03
H -1.6580 -3.0619 1.5457 0.09
H -0.4847 -3.7466 2.6864 0.08
```

## Properties
LUMO	2.11	eV
E_HOMO	-4.421	eV
net charge	-1
relative energy (zero: lowest compared OMol25 entry of this formula, charge and spin)	30.2	kcal per mole
gap between HOMO and LUMO	6.5	eV

***

# C29H33N3OPr

A molecular structure, C29H33N3OPr at a distorted geometry (wB97M-V/def2-TZVPD, the OMol25 dataset).

The geometry in XYZ format:
```
67
Properties=species:S:1:pos:R:3:mulliken_spin:R:1
Pr -0.4110 0.0114 0.0129 1.88
N 2.3107 -1.9640 2.0148 0.00
N 1.1708 1.3157 1.5708 -0.03
C -2.8667 -0.3541 -0.5863 0.02
C -2.8960 -0.0329 0.8339 0.01
C -2.4940 -1.1996 1.5540 0.00
C -2.4407 -1.3447 3.0295 0.00
H -2.0756 -0.4376 3.5207 0.00
H -1.7920 -2.1715 3.3338 0.00
H -3.4389 -1.5516 3.4460 0.00
C -2.1336 -2.2168 0.6186 0.02
C -1.4967 -3.5083 0.9693 0.01
H -2.1134 -4.0879 1.6753 0.00
H -0.3912 -3.3899 1.5538 -0.01
H -1.3059 -4.1306 0.0852 -0.01
C -2.4044 -1.7179 -0.7000 0.04
C -2.0336 -2.4208 -1.9683 -0.01
H -1.3125 -3.2300 -1.7813 -0.01
H -1.5755 -1.7505 -2.7158 0.00
H -2.9209 -2.8700 -2.4455 0.00
C -2.9873 1.3305 1.4449 -0.02
H -3.9947 1.4990 1.8597 0.00
H -2.7934 2.1466 0.7268 0.00
H -2.2818 1.4713 2.2864 0.00
C -2.7586 0.6449 -1.7133 0.01
H -1.7818 0.6199 -2.2750 -0.01
H -2.9027 1.6879 -1.3800 0.00
H -3.5327 0.4305 -2.4726 0.00
C 2.1157 -3.3151 2.5785 0.00
H 2.4351 -4.1407 1.9092 0.00
C 2.7418 -3.2937 3.9339 0.00
H 3.2303 -4.1831 4.2850 0.00
C 2.7160 -2.1186 4.6380 0.00
H 3.2055 -2.0431 5.6148 0.00
C 2.0055 -1.0198 4.1021 0.00
H 1.7546 -0.1227 4.6838 0.00
C 1.6846 -1.0092 2.7051 0.00
C 0.6103 0.0626 2.1258 -0.02
H -0.1812 0.2876 2.8936 0.01
C 1.7502 1.1959 0.3170 0.06
C 0.7989 2.6671 1.7776 0.01
H 0.3645 2.9895 2.7120 0.00
C 1.0645 3.3389 0.6248 0.00
H 0.9303 4.3910 0.3934 0.00
N 1.5870 2.4006 -0.3000 0.01
C 1.5867 2.4077 -1.7282 0.00
C 0.5261 2.9784 -2.4665 0.01
C 0.3941 2.6316 -3.8262 0.00
H -0.4022 3.0982 -4.4212 0.00
C 1.2372 1.6931 -4.4262 0.01
C 1.0878 1.3214 -5.8770 0.00
H 0.6370 0.3246 -5.9897 0.00
H 2.0675 1.2949 -6.3721 0.00
H 0.4509 2.0459 -6.3949 0.00
C 2.2163 1.0692 -3.6473 -0.01
H 2.8518 0.2968 -4.0975 0.00
C 2.3952 1.3969 -2.2998 0.00
C 3.3840 0.6206 -1.4985 0.01
H 4.2368 1.2370 -1.1920 0.00
H 3.7677 -0.1994 -2.1122 0.00
H 2.9541 0.1531 -0.5557 0.00
C -0.5310 3.8382 -1.8478 0.01
H -0.1178 4.7640 -1.4222 0.00
H -1.1100 3.3194 -1.0604 0.00
H -1.2567 4.1164 -2.6272 0.00
O -0.0547 -3.7592 3.6922 0.01
C 0.5197 -3.5152 2.6777 0.01
```

## Properties
LUMO (spin up / spin down)	1.93 / 1.96	eV
E_HOMO (spin up / spin down)	-0.796 / -0.659	eV
net charge	-1
2S+1	3
gap between HOMO and LUMO (spin up / spin down)	2.7 / 2.6	eV

***

# C29H33N4

A gas-phase ion, C29H33N4 (charge +1) at a distorted geometry (wB97M-V/def2-TZVPD, the OMol25 dataset).

The geometry in XYZ format:
```
66
Properties=species:S:1:pos:R:3:lowdin_charge:R:1
C 0.4475 3.8591 3.7904 -0.09
C -0.1838 4.7884 2.9527 -0.08
C -1.1392 4.3593 2.0312 -0.04
C -1.4581 3.0013 1.9375 -0.22
C -2.4512 2.5644 0.8829 -0.11
N -2.2099 1.1988 0.4036 -0.14
C -3.3062 0.2296 0.5028 -0.12
C -3.7593 -0.3746 -0.8084 -0.23
C -4.1164 -1.7274 -0.8562 -0.05
C -4.4583 -2.3173 -2.0746 -0.08
C -4.5088 -1.5427 -3.2389 -0.08
C -4.2383 -0.1697 -3.1709 -0.07
C -3.8891 0.4180 -1.9505 -0.04
C -0.9802 0.8565 -0.0534 -0.10
C -0.5761 -0.4197 -0.3045 -0.03
C 0.7105 -0.7629 -0.9612 -0.24
C 0.6418 -2.0793 -1.7379 -0.20
C 1.3137 -2.1722 -2.9584 -0.03
C 1.3322 -3.3792 -3.6640 -0.06
C 0.6449 -4.4891 -3.1525 -0.07
C -0.1084 -4.3738 -1.9823 -0.06
C -0.1210 -3.1616 -1.2818 -0.05
C -0.8659 2.0807 2.8059 -0.04
C 0.1064 2.5029 3.7179 -0.08
H 1.2020 4.1904 4.5045 0.10
H 0.0660 5.8493 3.0148 0.11
H -1.6413 5.0562 1.3551 0.12
H -3.4798 2.5984 1.2666 0.13
H -2.3882 3.2562 0.0242 0.13
H -3.0293 -0.5707 1.2112 0.13
H -4.1417 0.7913 0.9471 0.13
H -4.1158 -2.3045 0.0723 0.11
H -4.6958 -3.3822 -2.1098 0.11
H -4.7665 -2.0026 -4.1944 0.11
H -4.3037 0.4519 -4.0638 0.11
H -3.7121 1.4954 -1.8814 0.12
H -0.2804 1.6962 -0.1663 0.12
H -1.2503 -1.2408 -0.0417 0.09
H 0.9247 0.0225 -1.6979 0.14
H 1.8213 -1.2770 -3.3492 0.12
H 1.8517 -3.4338 -4.6208 0.11
H 0.6703 -5.4384 -3.6818 0.11
H -0.7122 -5.1967 -1.6037 0.11
H -0.7100 -3.0757 -0.3620 0.11
H -1.1432 1.0243 2.7497 0.12
H 0.5850 1.7666 4.3658 0.10
C 3.1294 -1.9289 1.7164 -0.14
C 2.4886 -2.0511 0.3608 -0.11
N 1.8501 -0.7922 -0.0244 0.05
C 2.5631 0.3261 0.2551 -0.22
N 3.6051 0.3215 1.0843 -0.03
C 4.1468 -0.8259 1.7691 -0.13
C 4.2372 1.6058 1.1775 -0.10
C 3.4008 2.4867 0.2775 -0.11
N 2.3856 1.5814 -0.2219 0.12
H 2.3653 -1.7358 2.4743 0.13
H 3.6189 -2.8690 1.9696 0.13
H 3.2475 -2.3048 -0.3996 0.15
H 1.7593 -2.8567 0.3855 0.13
H 4.3672 -0.5261 2.7985 0.14
H 5.1016 -1.1171 1.3043 0.14
H 4.2196 1.9454 2.2181 0.14
H 5.2892 1.5334 0.8821 0.14
H 2.9522 3.2943 0.8706 0.13
H 3.9970 2.9214 -0.5338 0.13
H 1.6982 1.8258 -0.9317 0.15
```

## Properties
LUMO	-2.11	eV
E_HOMO	-10.355	eV
net charge	+1
relative energy (zero: lowest compared OMol25 entry of this formula, charge and spin)	0.0	kcal per mole
gap between HOMO and LUMO	8.2	eV

***

| no. | total energy (hartree) |
| --- | --- |
| 1 | -3158.63634 |
| 2 | -1881.04247 |
| 3 | -1343.68512 |